{
  "formula": "C6H20INO4",
  "method": "ωB97M-V/def2-TZVPD",
  "symbols": ["O", "H", "H", "H", "I", "C", "C", "C", "O", "C", "N", "H", "H", "H", "H", "H", "H", "H", "H", "H", "H", "H", "C", "C", "O", "O", "H", "H", "H", "H", "H", "H"],
  "xyz": [[3.578, -34.917, -20.155], [2.588, -34.956, -20.179], [3.859, -34.353, -20.947], [3.991, -35.800, -20.163], [5.252, -32.543, -22.308], [1.089, -30.854, -20.422], [1.578, -32.235, -19.972], [0.514, -32.953, -19.194], [0.923, -34.116, -18.473], [1.927, -33.858, -17.510], [1.969, -33.081, -21.093], [1.152, -30.176, -19.567], [0.067, -30.832, -20.808], [1.730, -30.462, -21.211], [2.464, -32.028, -19.371], [-0.177, -33.447, -19.894], [-0.161, -32.259, -18.674], [1.495, -33.214, -16.736], [2.818, -33.375, -17.912], [2.221, -34.795, -17.042], [2.771, -32.714, -21.623], [1.186, -33.200, -21.728], [8.237, -33.108, -26.986], [7.302, -32.449, -26.011], [6.499, -33.456, -25.429], [9.080, -34.031, -26.311], [8.800, -32.429, -27.620], [7.610, -33.738, -27.636], [6.674, -31.660, -26.435], [7.960, -31.979, -25.262], [6.182, -33.096, -24.579], [8.638, -34.222, -25.474]],
  "forces_ev_per_angstrom": [[0.1, -0.7, 0.2], [-0.2, 0.6, -0.1], [0.5, 0.5, -0.2], [0.0, 0.2, -0.1], [-0.3, -0.4, 0.5], [0.0, 0.2, 0.2], [0.1, 0.7, -0.8], [-1.3, -1.1, -0.6], [0.8, 0.3, -0.1], [-0.4, 0.3, 0.7], [0.1, -0.7, -0.1], [-0.2, 0.1, -0.1], [0.0, -0.2, 0.1], [0.1, 0.0, 0.1], [0.1, -0.3, 0.1], [0.1, 0.5, -0.3], [0.6, -0.1, 0.8], [0.2, 0.0, 0.1], [0.0, 0.0, -0.1], [-0.1, -0.1, -0.1], [-0.3, 0.2, 0.1], [0.1, 0.1, -0.1], [-1.1, -1.4, -0.5], [0.6, 0.6, 0.4], [0.1, 0.1, 0.3], [0.5, 0.5, 0.2], [0.2, 0.2, 0.3], [0.0, 0.4, -0.3], [0.1, 0.0, -0.3], [-0.3, 0.1, 0.1], [-0.1, -0.4, -0.2], [0.0, -0.2, -0.1]],
  "lumo_ev": -0.669,
  "de_lowest_kj_mol": 126.48,
  "homo_lumo_gap_ha": 0.2746
}

=====

{
  "formula": "C36H53N4OP2Re",
  "method": "ωB97M-V/def2-TZVPD",
  "symbols": ["C", "C", "C", "C", "C", "H", "H", "H", "N", "P", "P", "C", "H", "H", "C", "O", "C", "H", "C", "C", "C", "C", "C", "H", "H", "H", "C", "H", "H", "H", "C", "H", "H", "H", "C", "H", "H", "H", "C", "H", "H", "H", "C", "H", "H", "H", "C", "H", "H", "H", "C", "H", "H", "H", "C", "H", "H", "H", "C", "H", "H", "H", "C", "H", "H", "H", "C", "H", "H", "H", "Re", "N", "C", "C", "C", "C", "C", "H", "C", "H", "C", "H", "H", "H", "N", "C", "C", "C", "N", "C", "C", "H", "H", "H", "H", "H", "H"],
  "xyz": [[-1.264, -1.365, -1.978], [0.753, -2.395, -1.208], [-1.474, -2.391, -2.904], [0.480, -3.512, -2.047], [-0.606, -3.488, -2.896], [-2.329, -2.324, -3.574], [1.171, -4.351, -1.999], [-0.798, -4.331, -3.556], [-0.187, -1.385, -1.178], [-2.226, 0.292, 0.031], [2.339, -0.604, 0.259], [-2.217, -0.196, -1.779], [-1.910, 0.671, -2.384], [-3.231, -0.445, -2.106], [0.608, 1.749, 1.374], [0.944, 2.718, 1.954], [1.901, -2.206, -0.413], [2.583, -3.047, -0.297], [3.510, 0.137, -1.103], [3.480, -0.968, 1.765], [-3.101, 1.974, 0.126], [-3.449, -1.090, 0.611], [3.618, 1.649, -0.844], [4.246, 1.868, 0.029], [4.084, 2.126, -1.721], [2.640, 2.118, -0.687], [4.914, -0.480, -1.105], [5.494, -0.241, -0.208], [4.875, -1.567, -1.255], [5.472, -0.062, -1.958], [2.941, -0.154, -2.499], [3.464, 0.483, -3.231], [3.100, -1.202, -2.788], [1.876, 0.065, -2.582], [4.206, 0.327, 2.178], [3.499, 1.164, 2.288], [4.668, 0.161, 3.164], [5.011, 0.624, 1.496], [2.684, -1.434, 2.984], [1.937, -0.703, 3.305], [2.194, -2.398, 2.808], [3.399, -1.581, 3.810], [4.448, -2.131, 1.494], [5.190, -1.955, 0.717], [5.008, -2.323, 2.422], [3.900, -3.046, 1.247], [-3.869, -0.773, 2.051], [-4.360, -1.663, 2.472], [-3.010, -0.542, 2.689], [-4.593, 0.051, 2.113], [-2.745, -2.454, 0.569], [-2.623, -2.820, -0.458], [-1.763, -2.442, 1.042], [-3.365, -3.175, 1.125], [-4.706, -1.283, -0.263], [-5.294, -2.096, 0.191], [-5.364, -0.413, -0.313], [-4.468, -1.604, -1.284], [-2.409, 3.002, -0.783], [-2.452, 2.717, -1.842], [-2.946, 3.958, -0.672], [-1.362, 3.174, -0.505], [-3.050, 2.484, 1.576], [-2.017, 2.597, 1.936], [-3.528, 3.476, 1.603], [-3.597, 1.834, 2.269], [-4.559, 1.876, -0.330], [-4.654, 1.438, -1.333], [-5.188, 1.335, 0.387], [-4.964, 2.898, -0.389], [0.127, 0.215, 0.349], [0.347, 1.273, -1.146], [0.456, 1.932, -2.123], [0.625, 2.708, -3.279], [0.447, 4.122, -3.268], [0.978, 2.084, -4.509], [0.605, 4.857, -4.444], [0.187, 4.613, -2.325], [1.146, 2.844, -5.665], [1.109, 0.998, -4.528], [0.955, 4.229, -5.645], [0.454, 5.938, -4.428], [1.426, 2.344, -6.593], [1.078, 4.813, -6.561], [-1.244, -2.265, 6.216], [-0.987, -1.755, 4.990], [-0.592, -2.583, 3.919], [-0.289, -2.018, 2.698], [-0.401, -0.684, 2.451], [-0.828, 0.115, 3.469], [-1.105, -0.377, 4.734], [-1.141, -3.253, 6.401], [-1.531, -1.667, 6.975], [-0.488, -3.664, 4.044], [0.079, -2.651, 1.877], [-0.966, 1.178, 3.264], [-1.408, 0.326, 5.512]],
  "forces_ev_per_angstrom": [[0.0, 0.2, 0.0], [-0.9, 0.0, -0.5], [0.1, 0.1, 0.2], [0.8, 0.3, 0.7], [-0.4, 0.1, -0.2], [0.2, -0.2, 0.1], [-0.2, 0.1, -0.2], [0.1, 0.2, 0.1], [0.1, 0.5, 0.8], [-3.0, 0.0, -1.2], [2.7, -1.1, 0.1], [0.2, 0.1, -0.2], [0.1, -0.3, 0.1], [0.3, 0.0, 0.0], [1.5, 5.3, 3.4], [-1.2, -3.7, -2.2], [0.3, -0.9, -0.1], [-0.1, 0.1, -0.2], [0.0, 0.2, -0.1], [0.0, 0.0, 0.2], [0.0, -0.1, 0.0], [0.1, 0.0, 0.3], [0.1, 0.1, 0.0], [-0.2, 0.0, -0.3], [-0.1, -0.1, 0.3], [0.2, 0.0, 0.0], [0.2, 0.0, 0.0], [-0.2, -0.1, -0.3], [0.1, 0.3, 0.0], [-0.3, 0.0, 0.2], [-0.2, 0.0, -0.1], [-0.1, -0.2, 0.3], [-0.1, 0.3, 0.1], [0.1, -0.2, -0.1], [0.1, 0.1, 0.0], [0.2, -0.2, 0.0], [-0.1, 0.0, -0.3], [-0.3, -0.1, 0.2], [-0.4, 0.0, 0.2], [0.1, -0.1, 0.0], [0.1, 0.2, 0.0], [-0.3, 0.1, -0.3], [0.4, -0.1, -0.2], [-0.2, -0.1, 0.3], [-0.2, 0.0, -0.2], [0.2, 0.1, 0.2], [-0.2, -0.1, 0.3], [0.1, 0.3, -0.1], [-0.3, 0.0, -0.1], [0.2, -0.3, -0.1], [0.3, -0.1, 0.1], [-0.1, 0.0, 0.3], [-0.2, 0.0, -0.1], [0.2, 0.2, -0.3], [-0.2, 0.2, -0.1], [0.2, 0.2, -0.1], [0.2, -0.3, 0.0], [-0.1, 0.0, 0.3], [0.2, 0.0, 0.0], [0.0, 0.1, 0.2], [0.2, -0.3, -0.1], [-0.2, 0.0, 0.0], [0.0, 0.0, 0.1], [-0.2, 0.1, -0.1], [0.2, -0.3, 0.0], [0.2, 0.2, -0.2], [-0.3, 0.2, 0.0], [-0.1, 0.1, 0.3], [0.2, 0.2, -0.3], [0.1, -0.2, 0.0], [-1.1, -3.6, 3.1], [0.5, 3.2, -4.7], [0.0, -0.5, 1.2], [0.1, 0.6, -0.9], [0.0, 0.0, 0.1], [0.0, -0.1, 0.0], [-0.1, 0.0, 0.4], [0.1, -0.1, -0.4], [0.0, -0.4, 0.2], [0.0, 0.4, -0.1], [0.0, -0.2, 0.3], [0.1, -0.4, 0.1], [-0.1, 0.1, 0.3], [0.0, -0.2, 0.3], [0.2, 0.2, -0.8], [-0.2, -0.5, 1.0], [0.3, -0.1, -0.8], [-0.1, 0.0, 0.5], [0.3, 0.2, -1.2], [0.0, -0.6, 0.6], [0.1, 0.9, -0.7], [-0.1, 0.2, 0.0], [0.0, -0.1, 0.0], [0.0, 0.4, 0.0], [-0.2, 0.4, 0.5], [0.1, -0.4, 0.1], [0.0, -0.3, -0.2]],
  "lumo_ev": [-8.180, -10.925],
  "total_charge": 3,
  "s_squared": 3.817,
  "homo_lumo_gap_ha": [0.2977, 0.2038],
  "spin_multiplicity": 4
}